## one
A cluster of 11 separate species, H22O11 in total, computed with wB97M-V/def2-TZVPD.

Calculated values
E_LUMO in eV: -0.2
HOMO level in eV: -10.574
Frontier orbital gap in eV: 10.33
Net charge: 0

```
33
Properties=species:S:1:pos:R:3:mulliken_charge:R:1
O 1.025 -0.882 -2.655 -0.70
H 1.611 -1.410 -2.075 0.42
H 0.657 -0.205 -2.073 0.29
O -0.762 -2.607 1.296 -0.64
H -1.011 -3.399 0.799 0.30
H -1.581 -2.106 1.383 0.27
O 1.238 4.316 -0.730 -0.63
H 0.987 3.403 -0.913 0.33
H 1.080 4.766 -1.565 0.29
O -1.030 2.775 -1.510 -0.58
H -1.695 2.134 -1.180 0.33
H -1.528 3.585 -1.662 0.28
O 1.807 -2.845 2.438 -0.63
H 0.955 -2.773 1.969 0.30
H 2.031 -1.935 2.672 0.34
O -0.163 0.042 -0.268 -0.18
H 0.102 -0.538 0.458 0.20
H -0.166 0.934 0.128 0.23
O 2.559 -2.132 -0.606 -0.69
H 2.977 -2.846 -1.105 0.31
H 1.963 -2.577 0.013 0.34
O -2.991 0.840 -1.055 -0.66
H -3.136 0.397 -1.904 0.34
H -3.027 0.134 -0.403 0.25
O 0.507 0.110 3.678 -0.60
H -0.382 -0.219 3.851 0.30
H 0.390 0.864 3.067 0.38
O -1.696 -1.881 -2.329 -0.69
H -1.364 -1.356 -1.588 0.27
H -0.969 -1.840 -2.969 0.37
O 0.326 2.081 1.617 -0.75
H 1.152 2.255 1.144 0.32
H 0.136 2.912 2.075 0.32
```

---

## two
A cluster of 11 separate species, H22O11 in total, computed with wB97M-V/def2-TZVPD.

Calculated values
E_LUMO in eV: -0.7
HOMO level in eV: -9.962
Frontier orbital gap in eV: 9.27
Net charge: 0

```
33
Properties=species:S:1:pos:R:3:mulliken_charge:R:1
O 1.476 -0.351 -2.604 -0.64
H 2.319 -0.250 -2.211 0.32
H 1.111 -0.676 -1.912 0.36
O -1.596 -0.222 -1.897 -0.63
H -1.406 -1.084 -1.801 0.23
H -2.563 -0.432 -1.717 0.28
O 0.855 0.827 0.433 -0.65
H 0.734 -0.198 0.421 0.27
H 0.083 1.087 -0.073 0.36
O 0.243 -2.111 2.435 -0.67
H 0.225 -3.074 2.951 0.33
H -0.467 -2.020 1.791 0.29
O -1.983 1.213 0.608 -0.55
H -2.565 1.140 -0.132 0.28
H -2.367 1.932 1.217 0.26
O 1.108 -1.735 -0.459 -0.60
H 0.439 -2.413 -0.433 0.26
H 2.027 -2.070 -0.607 0.29
O 2.933 -2.364 2.046 -0.60
H 2.853 -1.424 2.072 0.29
H 2.096 -2.636 2.039 0.35
O -1.663 2.504 -2.338 -0.75
H -1.799 1.482 -2.232 0.38
H -0.743 2.661 -2.296 0.46
O 0.759 2.484 -2.184 -0.69
H 1.015 1.605 -2.047 0.31
H 1.214 2.835 -1.373 0.38
O 1.186 2.619 2.589 -0.63
H 1.359 1.838 1.947 0.36
H 0.504 2.167 2.980 0.27
O -2.338 -1.338 1.187 -0.71
H -3.127 -1.532 0.625 0.27
H -1.925 -0.467 0.972 0.50
```

---

Stability ranking, top and bottom: one is the most stable and two is the least stable.

---

## one
A cluster of 11 separate species, H22O11 in total, computed with wB97M-V/def2-TZVPD.

Calculated values
E_LUMO in eV: -0.1
HOMO level in eV: -10.299
Frontier orbital gap in eV: 10.23
Net charge: 0

```
33
Properties=species:S:1:pos:R:3:mulliken_charge:R:1
O -0.724 0.155 0.045 -0.68
H -0.619 -0.785 -0.141 0.37
H 0.180 0.487 0.093 0.30
O -1.081 2.425 -0.308 -0.68
H -1.103 2.634 0.632 0.31
H -1.546 1.584 -0.373 0.37
O -0.601 -1.059 -1.773 -0.51
H -1.465 -0.974 -2.192 0.24
H -0.090 -1.591 -2.393 0.32
O 2.106 2.042 -3.532 -0.60
H 2.816 1.456 -3.818 0.31
H 2.221 2.830 -4.076 0.30
O 4.784 -0.687 -1.642 -0.63
H 4.721 0.225 -1.947 0.32
H 4.001 -0.804 -1.091 0.31
O 1.113 -4.055 0.649 -0.61
H 0.169 -4.026 0.840 0.31
H 1.525 -3.711 1.449 0.29
O -3.960 3.549 1.611 -0.61
H -4.499 3.577 0.812 0.32
H -3.434 2.747 1.510 0.29
O 1.143 3.477 0.484 -0.59
H 0.491 2.798 0.688 0.28
H 1.410 3.812 1.347 0.30
O 0.430 -1.805 3.867 -0.62
H 0.979 -1.388 4.540 0.32
H 0.675 -2.736 3.907 0.31
O -4.393 -0.675 1.286 -0.63
H -4.098 -0.731 2.202 0.32
H -5.047 0.033 1.294 0.31
O 1.003 -2.960 -1.584 -0.66
H 1.381 -2.166 -1.189 0.30
H 1.512 -3.680 -1.195 0.32
```

---

## two
A cluster of 11 separate species, H22O11 in total, computed with wB97M-V/def2-TZVPD.

Calculated values
E_LUMO in eV: -0.1
HOMO level in eV: -10.361
Frontier orbital gap in eV: 10.25
Net charge: 0

```
33
Properties=species:S:1:pos:R:3:mulliken_charge:R:1
O 0.339 0.610 -0.595 -0.53
H 0.942 0.679 0.092 0.25
H -0.349 1.282 -0.356 0.25
O 2.415 2.046 -2.216 -0.59
H 1.902 2.333 -1.495 0.30
H 1.917 2.057 -3.054 0.29
O -5.582 0.008 0.326 -0.58
H -5.942 0.461 -0.351 0.28
H -4.641 0.213 0.315 0.31
O -1.041 2.092 2.977 -0.63
H -0.573 2.873 2.699 0.31
H -1.600 1.890 2.210 0.32
O -2.694 1.007 -1.608 -0.55
H -3.036 1.207 -2.510 0.30
H -3.125 0.166 -1.402 0.23
O -1.686 -1.100 0.470 -0.48
H -1.688 -1.671 -0.265 0.28
H -1.547 -1.691 1.298 0.22
O 1.296 -2.280 1.731 -0.58
H 0.731 -2.290 2.572 0.31
H 1.929 -2.967 1.968 0.29
O 5.260 -1.409 0.826 -0.62
H 4.787 -2.207 0.987 0.30
H 4.954 -1.003 0.003 0.35
O 2.142 2.667 0.722 -0.56
H 1.725 2.556 1.516 0.25
H 3.009 2.443 0.967 0.30
O 3.986 -1.178 -1.853 -0.66
H 4.496 -1.883 -1.434 0.29
H 3.350 -0.856 -1.235 0.34
O -4.198 -1.884 -1.153 -0.54
H -3.339 -1.420 -1.280 0.26
H -4.139 -2.750 -0.870 0.29
```

---

## three
A cluster of 11 separate species, H22O11 in total, computed with wB97M-V/def2-TZVPD.

Calculated values
E_LUMO in eV: -0.9
HOMO level in eV: -10.530
Frontier orbital gap in eV: 9.61
Net charge: 0

```
33
Properties=species:S:1:pos:R:3:mulliken_charge:R:1
O 3.610 0.748 0.803 -0.61
H 3.352 0.130 1.499 0.35
H 3.323 1.636 1.126 0.30
O 5.229 -3.109 4.312 -0.51
H 6.059 -3.008 3.873 0.25
H 5.176 -3.963 4.767 0.27
O 2.080 -2.122 6.657 -0.54
H 1.427 -2.404 7.261 0.26
H 2.136 -2.889 6.008 0.24
O 5.108 -1.153 6.613 -0.71
H 5.772 -0.639 6.133 0.42
H 4.927 -1.965 6.108 0.33
O 3.664 -0.422 3.797 -0.41
H 2.996 -1.133 3.739 0.27
H 4.108 -0.640 4.652 0.08
O 5.180 1.675 3.403 -0.70
H 4.637 2.356 3.751 0.34
H 4.454 1.075 3.233 0.35
O 2.402 -4.231 1.544 -0.59
H 2.269 -3.448 2.051 0.41
H 1.703 -4.759 1.841 0.28
O 4.341 -2.065 1.393 -0.65
H 3.433 -1.936 1.065 0.27
H 4.140 -1.877 2.339 0.33
O 6.576 0.479 5.370 -0.68
H 6.007 0.805 4.678 0.40
H 7.390 0.476 4.895 0.32
O 2.190 -2.356 3.495 -0.75
H 2.518 -3.182 3.994 0.31
H 1.285 -2.416 3.693 0.31
O 1.393 0.532 6.341 -0.59
H 1.884 -0.263 6.419 0.35
H 1.088 0.478 7.234 0.30
```

---

## four
A cluster of 11 separate species, H22O11 in total, computed with wB97M-V/def2-TZVPD.

Calculated values
E_LUMO in eV: -0.6
HOMO level in eV: -10.682
Frontier orbital gap in eV: 10.10
Net charge: 0

```
33
Properties=species:S:1:pos:R:3:mulliken_charge:R:1
O 0.940 1.714 2.160 -0.69
H 1.183 2.474 2.701 0.29
H 1.139 0.936 2.702 0.36
O -1.256 -2.576 -1.905 -0.62
H -1.012 -1.788 -1.401 0.26
H -1.404 -2.264 -2.803 0.33
O -3.390 2.788 -0.200 -0.65
H -2.916 2.114 0.303 0.38
H -3.567 2.386 -1.054 0.33
O -0.146 -0.311 -0.428 -0.37
H -0.454 0.425 0.116 0.20
H 0.817 -0.272 -0.379 0.20
O 3.009 1.123 0.466 -0.67
H 2.191 1.365 0.956 0.31
H 3.446 1.948 0.236 0.28
O 2.041 -1.274 1.507 -0.55
H 2.559 -2.026 1.809 0.26
H 2.672 -0.655 1.116 0.41
O 4.275 -0.783 -1.363 -0.62
H 3.718 -0.315 -0.727 0.31
H 5.147 -0.810 -0.958 0.31
O -1.928 1.001 1.512 -0.59
H -2.395 0.549 2.222 0.23
H -1.430 1.706 1.945 0.29
O -4.208 -0.181 -0.657 -0.60
H -3.269 -0.399 -0.664 0.30
H -4.598 -0.835 -0.070 0.29
O -1.117 -2.493 1.340 -0.62
H -0.575 -1.862 0.840 0.35
H -1.574 -1.957 1.991 0.27
O 0.552 -0.072 -4.095 -0.63
H 0.490 -0.399 -3.191 0.32
H 1.059 0.742 -4.027 0.30
```

---

Stability ranking, top and bottom: four is the most stable and one is the least stable.